[1]
Here is a 2-piece molecular cluster, C16H15F3O2 overall in a non-equilibrium geometry from OMol25. Energies are from ωB97M-V with the def2-TZVPD basis set.

```
36
Properties=species:S:1:pos:R:3:lowdin_charge:R:1
C 3.96 0.35 2.50 0.016
O 2.53 0.58 2.41 -0.051
C 1.72 -0.44 2.26 -0.043
C 0.31 -0.15 2.43 -0.153
C -0.63 -1.20 2.48 0.005
C -1.99 -0.95 2.56 -0.028
C -2.48 0.35 2.63 -0.257
C -3.96 0.58 2.68 -0.044
C -1.56 1.41 2.65 -0.023
C -0.20 1.18 2.57 0.018
H 4.36 1.35 2.62 0.102
H 4.16 -0.29 3.36 0.108
H 4.35 -0.11 1.58 0.098
H 2.07 -1.46 2.48 0.154
H -0.22 -2.21 2.44 0.124
H -2.72 -1.77 2.59 0.122
H -4.18 1.64 2.71 0.077
H -4.45 0.14 1.81 0.092
H -4.42 0.10 3.56 0.091
H -1.95 2.42 2.77 0.118
H 0.51 2.00 2.61 0.121
F 7.55 -2.43 -3.08 0.100
C 7.26 -2.91 -1.83 -0.512
F 7.44 -4.27 -1.86 0.099
F 8.22 -2.40 -0.98 0.090
C 5.87 -2.53 -1.38 -0.173
C 5.17 -3.35 -0.50 -0.053
C 3.91 -2.99 -0.05 -0.026
C 3.36 -1.67 -0.29 -0.418
O 2.42 -1.13 0.40 -0.106
C 4.03 -0.99 -1.38 -0.023
C 5.28 -1.34 -1.82 -0.051
H 5.61 -4.29 -0.17 0.115
H 3.35 -3.68 0.57 0.095
H 3.56 -0.09 -1.77 0.100
H 5.81 -0.70 -2.52 0.116
```

Computed properties:
Energy relative to the best compared isomer or geometry (same formula, charge and spin): 43.4 kcal per mole
Strongest force on any atom: 2.4 eV/A


[2]
Here is one molecule with the formula C19H17N7 in a non-equilibrium geometry from OMol25. Energies are from ωB97M-V with the def2-TZVPD basis set.

```
43
Properties=species:S:1:pos:R:3:lowdin_charge:R:1
C 0.39 0.16 3.21 -0.028
C 1.15 -0.86 2.39 -0.256
N 2.42 -0.97 2.56 0.084
C 3.15 -1.82 1.69 -0.077
C 2.56 -2.52 0.62 -0.254
C 3.41 -3.12 -0.38 -0.058
N 1.16 -2.51 0.54 -0.012
N 0.38 -3.18 -0.34 0.171
C -0.79 -2.73 -0.12 -0.327
C -2.09 -2.92 -0.91 -0.103
C -2.25 -1.93 -2.14 -0.097
C -1.64 -0.55 -2.00 -0.347
N -1.97 0.26 -0.92 0.199
C -1.27 1.31 -1.14 -0.249
C -1.08 2.54 -0.46 -0.076
C -1.85 2.91 0.65 0.007
C -1.54 4.07 1.38 -0.092
C -0.60 4.94 0.95 -0.128
N 0.27 4.60 -0.10 0.097
C 0.01 3.44 -0.79 -0.189
C 0.75 3.24 -2.10 0.028
C 0.38 2.10 -2.84 0.008
N -0.51 1.11 -2.31 -0.051
N -0.91 -0.02 -2.96 0.170
C -0.81 -1.80 0.91 -0.030
C 0.41 -1.70 1.38 -0.123
H -0.20 0.77 2.54 0.061
H -0.21 -0.30 4.01 0.080
H 1.09 0.77 3.84 0.090
H 4.35 -2.01 1.90 0.159
H 3.11 -4.14 -0.58 0.086
H 3.21 -2.59 -1.30 0.088
H 4.45 -2.86 -0.17 0.089
H -2.11 -3.91 -1.31 0.088
H -2.88 -2.89 -0.08 0.135
H -1.87 -2.35 -3.12 0.127
H -3.36 -1.83 -2.18 0.114
H -2.50 2.26 1.05 0.078
H -2.14 4.36 2.26 0.116
H -0.45 5.92 1.56 0.137
H 1.40 4.03 -2.43 0.093
H 0.64 1.96 -3.86 0.101
H -1.66 -1.25 1.11 0.089
```

Computed properties:
Energy relative to the best compared isomer or geometry (same formula, charge and spin): 55.8 kcal per mole
Strongest force on any atom: 4.9 eV/A
SMILES: Cc1ncc(C)n2nc(CCc3nc4c5cccnc5ccn4n3)cc12


[3]
Here is C12H12N4O7PW as an isolated structure in a non-equilibrium geometry from OMol25. Energies are from ωB97M-V with the def2-TZVPD basis set.

```
37
Properties=species:S:1:pos:R:3:lowdin_charge:R:1
W 0.45 0.36 0.77 1.926
O 1.07 -3.15 -1.13 0.271
C 1.31 -2.18 -0.52 -0.386
O 0.32 -1.16 -0.31 -0.251
C 2.55 -1.74 0.18 -0.127
C 3.76 -2.41 0.20 0.107
C 4.81 -1.81 0.90 0.087
C 4.63 -0.59 1.55 0.110
C 3.38 -0.01 1.49 -0.119
N 2.38 -0.58 0.81 0.009
C 2.93 1.25 2.15 -0.390
O 3.54 2.05 2.75 0.289
O 1.53 1.36 1.93 -0.195
H 3.87 -3.36 -0.30 0.161
H 5.77 -2.30 0.94 0.154
H 5.42 -0.10 2.10 0.163
N 0.47 6.67 -0.48 0.292
C 0.40 5.52 -0.50 -0.181
N 0.31 4.20 -0.51 0.261
C 0.27 3.05 -0.42 -0.141
N 0.18 1.79 -0.36 -0.093
C -4.59 1.22 -2.94 0.031
O -3.59 0.98 -1.86 -0.355
P -2.92 -0.28 -1.33 1.068
O -0.74 -0.02 2.04 -0.374
C -1.62 0.28 3.18 0.030
O -3.42 -1.43 -2.21 -0.335
C -3.19 -2.89 -2.22 0.016
H -5.55 0.87 -2.58 0.112
H -4.27 0.68 -3.83 0.102
H -4.59 2.29 -3.09 0.108
H -2.41 -0.46 3.16 0.110
H -2.00 1.29 3.05 0.108
H -1.01 0.19 4.07 0.116
H -2.70 -3.11 -3.16 0.112
H -4.18 -3.34 -2.18 0.114
H -2.59 -3.17 -1.36 0.090
```

Computed properties:
DFT total energy: -44017.3057 eV
Strongest force on any atom: 1.4 eV/A
Total charge: +3


[4]
Here is an isolated ion of composition C5H8N and charge +1 in a non-equilibrium geometry from OMol25. Energies are from ωB97M-V with the def2-TZVPD basis set.

```
14
Properties=species:S:1:pos:R:3:lowdin_spin:R:1
C -1.97 0.50 0.12 0.619
C 1.08 1.64 0.06 0.562
C 0.59 0.40 -0.06 0.261
C -1.73 -0.87 -0.21 0.107
C 1.51 -1.00 0.15 0.022
N -0.75 0.17 -0.20 0.268
H -2.51 1.30 0.67 0.028
H 0.47 2.43 -0.31 0.026
H 2.11 1.85 0.10 0.030
H -1.70 -1.66 0.54 0.023
H -2.21 -1.37 -1.17 0.039
H 2.18 -0.79 -0.75 0.009
H 0.78 -1.74 -0.01 0.000
H 2.13 -0.88 1.08 0.006
```

Computed properties:
Energy relative to the best compared isomer or geometry (same formula, charge and spin): 80.0 kcal per mole
Strongest force on any atom: 7.2 eV/A
2S+1: 3
Total charge: +1


[5]
Here is C15H9AsI2NO7SW as an isolated structure from OMol25. Energies are from ωB97M-V with the def2-TZVPD basis set.

```
37
Properties=species:S:1:pos:R:3:lowdin_charge:R:1
W 0.20 0.30 0.09 1.739
O 1.80 -0.54 1.12 -0.435
As 2.74 1.18 0.38 1.192
O 4.20 0.88 -0.22 -0.466
O 0.41 -1.00 -0.94 -0.324
C 2.87 1.66 2.27 -0.306
C 4.16 1.81 2.76 -0.064
C 4.37 1.96 4.13 -0.027
C 3.30 1.96 5.01 -0.030
C 2.00 1.83 4.53 -0.025
C 1.80 1.68 3.17 -0.289
S 0.15 1.68 2.57 0.593
O -0.74 2.26 3.50 -0.196
O 0.29 2.30 1.22 -0.439
O -0.30 0.27 2.13 -0.423
H 2.19 -1.29 0.65 0.072
H 5.00 1.77 2.07 0.112
H 5.37 2.07 4.51 0.122
H 3.47 2.08 6.07 0.122
H 1.15 1.87 5.20 0.126
I -0.52 4.76 -2.17 1.032
C -1.88 3.50 -1.27 -0.641
C -3.20 3.93 -1.00 -0.181
C -4.13 3.12 -0.41 -0.652
I -6.05 3.85 -0.07 1.011
C -3.78 1.80 -0.02 -0.183
C -4.60 0.83 0.60 0.021
C -4.09 -0.40 0.94 0.004
C -2.74 -0.69 0.70 -0.054
N -1.95 0.19 0.10 -0.034
C -2.46 1.39 -0.29 -0.153
C -1.53 2.22 -0.94 -0.384
O -0.34 1.62 -1.18 -0.282
H -3.48 4.94 -1.28 0.090
H -5.63 1.07 0.82 0.086
H -4.71 -1.15 1.41 0.125
H -2.30 -1.63 1.01 0.140
```

Computed properties:
Energy relative to the best compared isomer or geometry (same formula, charge and spin): 16.1 kcal per mole
Strongest force on any atom: 0.5 eV/A
Total charge: +1


[6]
Here is one molecule with the formula C3H4ClN in a non-equilibrium geometry from OMol25. Energies are from ωB97M-V with the def2-TZVPD basis set.

```
9
Properties=species:S:1:pos:R:3:lowdin_charge:R:1
N 1.53 2.81 0.19 0.164
C 0.90 1.88 -0.03 -0.311
C 0.45 0.62 -0.41 -0.247
C -0.85 0.06 0.47 -0.593
Cl -2.15 1.03 -0.14 0.587
H -0.07 0.74 -1.45 0.120
H 1.24 -0.22 -0.36 0.144
H -0.90 0.07 1.50 0.027
H -1.13 -1.07 0.24 0.109
```

Computed properties:
Energy relative to the best compared isomer or geometry (same formula, charge and spin): 15.7 kcal per mole
Strongest force on any atom: 5.2 eV/A
SMILES: N#CCCCl


[7]
Here is a 12-piece molecular cluster, C4H30NO13 overall in a non-equilibrium geometry from OMol25. Energies are from ωB97M-V with the def2-TZVPD basis set.

```
48
Properties=species:S:1:pos:R:3:lowdin_charge:R:1
O -2.63 1.43 1.28 0.102
C -1.56 1.78 1.65 -0.157
C -0.33 1.07 0.88 -0.242
C 0.53 2.05 0.20 -0.155
C 1.90 1.82 -0.56 -0.077
O 2.15 0.58 -0.54 -0.027
N -0.83 -0.20 0.14 0.186
H -1.33 2.66 2.07 0.080
H 0.25 0.60 1.72 0.124
H 0.17 2.77 -0.55 0.094
H 0.87 2.69 1.21 0.194
H 2.56 2.65 -0.66 0.128
H -1.33 -0.61 1.01 0.140
H -1.67 -0.16 -0.62 0.196
H 0.04 -0.73 -0.01 0.109
H 1.27 -3.18 1.33 -0.043
H 0.69 -3.23 -0.02 0.113
O 0.82 -2.64 0.82 -0.050
H -1.68 -2.72 0.25 0.024
H -1.73 -4.19 0.14 0.129
O -1.31 -3.38 -0.35 -0.120
H 1.35 -1.31 3.15 0.012
H 0.33 -0.94 4.20 0.087
O 0.57 -0.77 3.25 -0.061
H -0.80 0.62 -3.68 0.089
H -0.49 0.59 -2.12 -0.012
O -0.86 1.14 -2.82 -0.085
H -2.67 -2.28 -2.02 0.046
H -1.19 -2.31 -2.30 0.109
O -1.90 -1.79 -1.80 -0.084
H -1.99 -2.14 3.44 0.060
H -3.03 -0.99 3.36 -0.001
O -2.54 -1.57 2.87 -0.011
H 1.25 -1.08 -3.22 -0.103
H 2.29 -0.56 -4.06 0.119
O 1.34 -0.40 -3.72 0.004
H -1.59 3.95 -0.10 -0.031
H -0.16 4.49 0.62 0.107
O -1.21 4.42 0.63 -0.097
H 3.84 -1.99 1.20 0.058
H 2.53 -0.97 1.07 0.031
O 3.09 -1.57 1.65 -0.079
H 3.62 -1.18 -1.07 -0.004
H 4.67 -0.04 -1.42 0.082
O 3.90 -0.57 -1.75 -0.077
H -3.12 2.67 -1.21 0.151
H -2.02 2.94 -2.22 0.049
O -2.08 2.59 -1.33 -0.107
```

Computed properties:
Energy relative to the best compared isomer or geometry (same formula, charge and spin): 163.1 kcal per mole
Strongest force on any atom: 10.1 eV/A
Total charge: +1


[8]
Here is one molecule with the formula C5H8ClNO in a non-equilibrium geometry from OMol25. Energies are from ωB97M-V with the def2-TZVPD basis set.

```
16
Properties=species:S:1:pos:R:3:lowdin_charge:R:1
O 0.26 0.46 -2.70 0.013
C -0.19 0.16 -1.42 -0.345
C 0.71 -0.66 -0.56 -0.209
N 0.24 -1.59 0.45 -0.001
C -0.02 -0.74 1.61 -0.218
C -0.34 0.73 1.09 -0.619
Cl -2.11 0.99 1.00 0.589
C 0.38 0.82 -0.22 -0.182
H 0.07 1.40 -2.87 0.109
H -1.25 -0.09 -1.39 0.130
H 1.66 -0.87 -1.04 0.145
H -0.65 -1.95 0.13 0.109
H -0.77 -1.14 2.32 0.116
H 0.93 -0.60 2.15 0.111
H -0.03 1.47 1.89 0.112
H 1.10 1.59 -0.42 0.139
```

Computed properties:
Energy relative to the best compared isomer or geometry (same formula, charge and spin): 43.5 kcal per mole
Strongest force on any atom: 1.9 eV/A
SMILES: O[C@H]1[C@@H]2NC[C@H](Cl)[C@H]12